This record from OMol25 describes a 2-piece molecular cluster, C2H8OS2 overall at a distorted geometry. The level of theory is ωB97M-V with the def2-TZVPD basis set.

Element x y z (Å)
S 1.5546 1.4506 0.8923
S -0.1039 1.2202 -0.2512
C 0.9867 -1.0137 -1.4511
C -0.1945 -0.5478 -0.6082
H 2.5045 1.3887 -0.0650
H 1.8889 -0.4628 -1.1363
H 0.8248 -0.8377 -2.5279
H 1.1595 -2.0915 -1.2929
H -0.1322 -1.0311 0.3858
H -1.1601 -0.8395 -1.0643
O -2.3115 0.9752 2.7482
H -1.8004 1.0698 1.9127
H -3.2163 0.7197 2.4580

The value obtained for the calculated total energy is -25921.711 eV. Its energy above the lowest of the compared OMol25 structures with the same formula, charge and spin is 0.224 eV. Its spin multiplicity is 1.

=====

This record from OMol25 describes a 40-piece molecular cluster, H80O40 overall at a distorted geometry. The level of theory is ωB97M-V with the def2-TZVPD basis set.

Element x y z (Å)
H 3.1317 1.2629 -3.6572
H 2.0540 0.8596 -4.5574
O 2.5991 1.6436 -4.3681
H -1.2383 -3.7270 -1.4575
H -1.3703 -3.3619 0.1912
O -1.9162 -3.5183 -0.6434
H -0.3831 -0.9725 1.2170
H -1.7297 -0.5201 0.6812
O -1.2335 -1.2630 1.1882
H 0.1244 -2.8118 -4.4256
H 0.0664 -3.6830 -5.9110
O -0.3013 -3.5006 -5.0677
H -1.3626 1.1764 3.6642
H -3.0332 0.5491 3.8259
O -2.0768 0.4355 4.0197
H 2.0490 3.0881 -2.1629
O 2.8038 3.5666 -2.3566
H 1.9955 -4.8954 0.9082
O 1.4319 -5.7495 0.8422
H 5.3134 2.6274 2.4337
H 5.4724 3.4001 1.0897
O 4.9414 3.4272 1.8663
H -1.0215 -1.5569 -5.8510
H -0.4990 -0.2085 -5.2750
O -0.2422 -0.9820 -5.8217
H -2.4109 0.7831 -1.9887
H -3.3581 1.9982 -1.6059
O -2.7349 1.5950 -2.3077
H -2.6260 2.7902 3.0861
H -3.3530 2.6023 1.8067
O -2.4507 2.9177 2.2017
H 0.7991 -2.2849 -0.5971
O 0.7248 -1.3459 -0.5175
H 2.7021 4.2197 1.2890
H 3.4662 5.4406 0.9133
O 3.2104 4.6077 0.5298
H -1.6119 1.9901 0.2461
H -0.5548 0.9283 -0.2671
O -1.3884 1.3076 -0.2437
H -4.2376 -1.6132 2.8830
H -4.0646 -2.2738 1.4309
O -4.1738 -1.4429 1.8332
H -1.0247 -5.8717 -1.4979
H 0.1114 -5.5450 -0.7037
O -0.3603 -5.2379 -1.5057
H 3.0016 -1.4383 -5.1313
H 2.5432 -0.0888 -5.5517
O 2.4360 -0.7315 -4.7679
H 4.1690 -2.1159 1.6671
H 3.7965 -2.2535 2.9270
O 3.3971 -2.3384 2.1007
H 3.0466 3.4543 2.9914
O 2.5449 2.8321 2.4784
H -5.8746 0.0365 0.4419
H -5.2385 0.4420 1.9165
O -5.9712 0.5471 1.2268
H 5.3105 -0.9656 2.6567
O 5.3538 -0.7477 3.6261
H -5.0353 1.4504 -3.1638
H -5.0786 0.1803 -4.1973
O -5.0310 0.5654 -3.3139
H 4.1456 1.8796 1.2771
H 2.7205 1.4727 0.5914
O 3.6890 1.1524 0.8443
H -3.5757 -3.7344 -1.6267
H -4.1547 -4.5763 -2.8140
O -3.3471 -4.1557 -2.4661
H -0.0100 4.8529 -0.4140
H -0.9763 4.5279 0.6740
O -0.1216 5.0135 0.5740
H 1.5216 -0.1918 4.6382
H 3.0564 0.1857 5.0719
O 2.3122 0.4663 4.7683
H -0.6768 1.4173 -3.1661
H -1.1747 0.1148 -2.5460
O -0.2755 0.5048 -2.7923
H -2.3800 -2.0050 -2.4331
H -1.7451 -1.8648 -1.0594
O -1.8705 -1.3933 -1.8360
H 1.1729 -1.5142 2.2279
H 0.9750 -2.8865 2.6125
O 0.7990 -1.9132 2.8800
H -0.4123 2.4283 5.1874
H 0.8742 1.9325 4.5956
O -0.0356 2.3099 4.4037
H 4.8981 -0.1870 0.0856
H 5.1856 -1.2812 -0.8847
O 5.4197 -1.0207 0.0495
H 1.5994 2.7149 -0.1407
O 1.0509 2.0612 0.2959
H -0.4304 4.4185 -3.1397
H 0.1393 3.7520 -4.2785
O 0.4144 4.4447 -3.5749
H 2.6748 1.9724 2.7517
H 3.1914 3.4239 -3.2123
H 5.3206 0.2677 3.5320
H 0.6326 -5.5469 1.2950
H 0.5267 -0.9083 -1.3834
H 0.9488 2.4839 1.0783
O -0.8366 -4.2058 2.2350
H -1.3535 -5.1288 2.3031
H -1.3236 -3.8118 3.0244
O 2.8330 -2.2837 -2.4249
H 2.6256 -1.3491 -2.4755
H 2.1922 -2.7428 -2.9826
O 2.6681 0.5691 -1.3983
H 1.9481 0.5018 -1.9090
H 3.0920 1.4882 -1.4217
O -4.8299 3.2617 0.2954
H -5.7968 3.3062 0.3940
H -4.8969 2.3095 0.4615
O -2.1676 -2.0632 3.3341
H -1.4996 -1.4291 3.8104
H -2.2047 -1.8350 2.4706
O -2.3848 -3.7302 5.2094
H -2.9583 -3.9333 4.4521
H -1.8152 -3.1192 4.7976
O -3.4534 4.7628 -1.3459
H -3.2068 4.5902 -0.4200
H -4.3233 4.5441 -1.3404

The value obtained for the calculated total energy is -83190.172 eV. Its energy above the lowest of the compared OMol25 structures with the same formula, charge and spin is 15.643 eV. Its spin multiplicity is 1.